[1]
The following is a quantum chemistry calculation of a structure of composition C17H28CdNO2P2Te, from the Open Molecules 2025 dataset.

```
52
C17H28CdNO2P2Te, DFT the ωB97M-V functional and the def2-TZVPD basis
Cd 0.42314 0.11041 0.00297
P -0.32786 2.35676 0.66936
C -1.41726 2.71519 -0.69110
C -1.39308 1.94887 -1.88925
N -0.74322 0.72428 -1.92151
C -0.65386 0.01411 -3.05816
C -1.19402 0.50460 -4.25264
C -1.85474 1.73908 -4.26010
C -1.97128 2.44984 -3.08048
C 0.08517 -1.35463 -3.08157
P -0.08440 -2.34220 -1.55831
H -2.50384 3.39058 -3.01811
H -1.03171 -0.10319 -5.15620
H -2.26376 2.12127 -5.19507
H -0.28678 -1.97028 -3.90728
H 1.15903 -1.20354 -3.25525
H -6.13028 1.01828 0.38806
H -2.06578 3.59870 -0.70076
H -2.29168 -3.06383 2.07645
O -5.55296 0.90320 1.13830
H -5.89610 1.54182 1.77661
H 0.83742 -1.38701 -0.69559
O -3.18068 -2.75519 1.95177
H -3.11891 -1.94536 1.37754
C -1.70736 -3.16672 -1.65442
H -1.82363 -3.70504 -2.62173
H -1.82245 -3.91252 -0.84916
H -2.52482 -2.43158 -1.58822
C 1.21171 -3.62501 -1.43427
H 0.89598 -4.35401 -0.67064
H 1.40803 -4.17323 -2.36942
H 2.15752 -3.15311 -1.12110
C 1.15168 3.43939 0.47321
H 0.91939 4.48253 0.73366
H 1.94297 3.06342 1.12745
H 1.50057 3.39668 -0.56725
C -1.11564 2.81299 2.24429
H -0.46476 2.46162 3.05580
H -1.25871 3.89673 2.34951
H -2.08764 2.30624 2.31752
Te 3.20006 -0.35046 -0.30363
C 3.47305 -0.47094 1.77345
C 3.56916 -1.72989 2.40746
C 3.70713 -1.78200 3.79832
C 3.72581 -0.60042 4.55487
C 3.61530 0.64501 3.91987
C 3.50574 0.72270 2.52839
H 3.54581 -2.62714 1.78673
H 3.81411 -2.74668 4.29896
H 3.83836 -0.64854 5.63980
H 3.63029 1.56266 4.51306
H 3.44976 1.67558 1.99785
```

Properties
Total charge = +1
DFT total energy = -54095.269 eV
Energy relative to the best compared isomer or geometry (same formula, charge and spin) = 76.84 kcal/mol

From a natural (NBO) analysis of the wavefunction, the atomic charges in e read: 1.32, 0.82, -0.83, 0.22, -0.73, 0.22, -0.33, -0.14, -0.26, -0.77, 1.09, 0.23, 0.22, 0.23, 0.27, 0.27, 0.47, 0.24, 0.46, -0.94, 0.47, -0.13, -0.93, 0.47, -0.94, 0.28, 0.28, 0.28, -0.96, 0.26, 0.27, 0.28, -0.94, 0.25, 0.23, 0.26, -0.94, 0.25, 0.25, 0.26, -0.08, -0.26, -0.25, -0.20, -0.20, -0.20, -0.25, 0.22, 0.23, 0.23, 0.23, 0.22

=====

[2]
The following is a quantum chemistry calculation of a structure of composition C17H28ClO3OsP, from the Open Molecules 2025 dataset.

```
51
C17H28ClO3OsP, DFT the ωB97M-V functional and the def2-TZVPD basis
C 3.18792 -0.42893 -4.10454
C 2.71170 0.87669 -4.57729
C 4.53828 -0.53472 -3.53779
C 2.51320 -1.64633 -4.57130
Cl 1.52611 -0.29099 -1.00033
H 5.31458 -0.59855 -4.32413
H 4.66692 -1.43578 -2.91349
H 4.80813 0.33759 -2.91791
H 3.09404 1.11707 -5.58774
H 3.03499 1.70800 -3.92675
H 1.61148 0.92542 -4.65274
H 2.85442 -1.94870 -5.57988
H 1.41888 -1.52293 -4.64760
H 2.70249 -2.51443 -3.91650
C -0.11726 1.59902 2.91414
C 1.20837 1.08578 3.12626
C 2.01093 1.44158 1.97780
H 1.54682 0.58554 4.00056
C 1.18758 2.18056 1.06711
C -0.12891 2.29388 1.64318
H -0.94853 2.81056 1.23440
H -0.93467 1.54639 3.59606
H 3.05546 1.23332 1.84995
H 1.48413 2.56855 0.12749
C -1.09035 -2.13676 1.88439
C -0.27741 -1.80470 3.03978
C 1.09392 -2.06994 2.70942
H -0.64510 -1.45685 3.97309
C 1.14129 -2.55361 1.34628
C -0.19785 -2.57542 0.83928
H -0.49531 -2.89822 -0.13115
H -2.13841 -2.10447 1.83801
H 1.92722 -1.95719 3.35574
H 2.02115 -2.83427 0.81762
Os 0.35509 -0.20883 1.27321
C -3.88602 2.04135 2.19000
O -3.81554 1.37635 0.98255
P -2.34529 0.43319 0.93991
O -3.34451 -0.91388 0.69779
C -4.26932 -1.09517 1.87649
O -1.86164 1.65887 -0.17005
C -2.27534 1.22927 -1.46732
H -3.26373 2.93043 2.18927
H -3.58315 1.38041 3.02721
H -4.91439 2.27193 2.33133
H -3.72522 -0.90269 2.81356
H -5.13985 -0.44983 1.79795
H -4.56746 -2.12178 1.88850
H -1.53223 0.46786 -1.75040
H -3.28986 0.82394 -1.48149
H -2.22777 2.08141 -2.08993
```

Properties
Spin multiplicity = 5
Total charge = +2
DFT total energy = -48482.039 eV

From a natural (NBO) analysis of the wavefunction, the atomic charges in e read: 0.66, -0.78, -0.78, -0.78, -0.58, 0.33, 0.27, 0.27, 0.33, 0.27, 0.27, 0.33, 0.27, 0.27, -0.24, -0.27, -0.19, 0.26, -0.25, -0.15, 0.27, 0.26, 0.27, 0.27, -0.16, -0.29, -0.21, 0.26, -0.20, -0.28, 0.27, 0.27, 0.26, 0.27, 0.87, -0.26, -0.80, 1.79, -0.87, -0.26, -0.81, -0.28, 0.17, 0.15, 0.22, 0.18, 0.23, 0.23, 0.18, 0.20, 0.22

=====

Question: Among the records above, which one has the lowest total charge?
Answer: C17H28CdNO2P2Te

=====

Repeat the first record exactly.
The following is a quantum chemistry calculation of a structure of composition C17H28CdNO2P2Te, from the Open Molecules 2025 dataset.

```
52
C17H28CdNO2P2Te, DFT the ωB97M-V functional and the def2-TZVPD basis
Cd 0.42314 0.11041 0.00297
P -0.32786 2.35676 0.66936
C -1.41726 2.71519 -0.69110
C -1.39308 1.94887 -1.88925
N -0.74322 0.72428 -1.92151
C -0.65386 0.01411 -3.05816
C -1.19402 0.50460 -4.25264
C -1.85474 1.73908 -4.26010
C -1.97128 2.44984 -3.08048
C 0.08517 -1.35463 -3.08157
P -0.08440 -2.34220 -1.55831
H -2.50384 3.39058 -3.01811
H -1.03171 -0.10319 -5.15620
H -2.26376 2.12127 -5.19507
H -0.28678 -1.97028 -3.90728
H 1.15903 -1.20354 -3.25525
H -6.13028 1.01828 0.38806
H -2.06578 3.59870 -0.70076
H -2.29168 -3.06383 2.07645
O -5.55296 0.90320 1.13830
H -5.89610 1.54182 1.77661
H 0.83742 -1.38701 -0.69559
O -3.18068 -2.75519 1.95177
H -3.11891 -1.94536 1.37754
C -1.70736 -3.16672 -1.65442
H -1.82363 -3.70504 -2.62173
H -1.82245 -3.91252 -0.84916
H -2.52482 -2.43158 -1.58822
C 1.21171 -3.62501 -1.43427
H 0.89598 -4.35401 -0.67064
H 1.40803 -4.17323 -2.36942
H 2.15752 -3.15311 -1.12110
C 1.15168 3.43939 0.47321
H 0.91939 4.48253 0.73366
H 1.94297 3.06342 1.12745
H 1.50057 3.39668 -0.56725
C -1.11564 2.81299 2.24429
H -0.46476 2.46162 3.05580
H -1.25871 3.89673 2.34951
H -2.08764 2.30624 2.31752
Te 3.20006 -0.35046 -0.30363
C 3.47305 -0.47094 1.77345
C 3.56916 -1.72989 2.40746
C 3.70713 -1.78200 3.79832
C 3.72581 -0.60042 4.55487
C 3.61530 0.64501 3.91987
C 3.50574 0.72270 2.52839
H 3.54581 -2.62714 1.78673
H 3.81411 -2.74668 4.29896
H 3.83836 -0.64854 5.63980
H 3.63029 1.56266 4.51306
H 3.44976 1.67558 1.99785
```

Properties
Total charge = +1
DFT total energy = -54095.269 eV
Energy relative to the best compared isomer or geometry (same formula, charge and spin) = 76.84 kcal/mol

From a natural (NBO) analysis of the wavefunction, the atomic charges in e read: 1.32, 0.82, -0.83, 0.22, -0.73, 0.22, -0.33, -0.14, -0.26, -0.77, 1.09, 0.23, 0.22, 0.23, 0.27, 0.27, 0.47, 0.24, 0.46, -0.94, 0.47, -0.13, -0.93, 0.47, -0.94, 0.28, 0.28, 0.28, -0.96, 0.26, 0.27, 0.28, -0.94, 0.25, 0.23, 0.26, -0.94, 0.25, 0.25, 0.26, -0.08, -0.26, -0.25, -0.20, -0.20, -0.20, -0.25, 0.22, 0.23, 0.23, 0.23, 0.22

=====

Question: Which of these has the lowest total charge?
Answer: C17H28CdNO2P2Te